1.
{
  "formula": "C2H2ClNO3",
  "method": "ωB97M-V with the def2-TZVPD basis set",
  "relative_energy_kj_mol": 173.7,
  "e_lumo_ev": 5.28,
  "total_charge": -2,
  "gap_ev": 7.63,
  "energy_ha": -818.07330,
  "species": ["C", "C", "N", "O", "O", "O", "Cl", "H", "H"],
  "positions_angstrom": [[-1.260, 0.710, 0.493], [-0.734, -0.914, -0.038], [0.363, -0.897, -0.774], [-1.787, 1.338, -0.388], [1.545, -0.921, -0.308], [-1.091, 0.786, 1.668], [6.412, -12.817, -0.763], [-1.612, -1.230, -0.517], [-0.655, -1.354, 1.111]],
  "atomic_forces_ev_per_a": [[-0.1232, -0.6293, -1.1264], [0.0374, -1.0564, 5.8721], [3.4493, 0.6035, -1.9764], [-0.3580, 0.6248, -1.0477], [-2.7219, -0.2130, 0.0641], [0.4583, 0.5363, 2.1592], [0.0285, -0.0602, -0.0034], [-0.8741, -0.5206, -1.0289], [0.1037, 0.7149, -2.9125]],
  "lowdin_charge": [-0.712, -0.202, -0.158, 0.002, -0.144, 0.009, -1.000, 0.060, 0.147]
}

---

2.
{
  "formula": "C2H2ClNO4",
  "method": "ωB97M-V with the def2-TZVPD basis set",
  "relative_energy_kj_mol": 420.6,
  "e_lumo_ev": -3.22,
  "total_charge": 0,
  "gap_ev": 6.39,
  "energy_ha": -893.02282,
  "species": ["C", "C", "N", "O", "O", "O", "O", "Cl", "H", "H"],
  "positions_angstrom": [[1.480, 0.260, 1.009], [1.158, 0.796, -0.417], [-1.794, -0.777, -0.415], [1.837, 0.845, 1.972], [-1.819, 0.447, -0.192], [-2.835, -1.417, -0.484], [-0.690, -1.226, -0.433], [-0.037, 1.851, -0.625], [1.267, -0.848, 0.864], [1.433, 0.069, -1.279]],
  "atomic_forces_ev_per_a": [[-0.2900, -0.9910, -1.7473], [-0.4326, -1.3574, -0.5021], [-3.2234, 0.7095, 0.9992], [-0.0882, 0.2039, 0.0503], [-2.0712, 2.2951, 0.1895], [0.8169, 0.0733, -0.3706], [4.1300, -2.6505, -0.7040], [1.1861, -0.6090, -0.0571], [0.3271, 0.6613, 0.8265], [-0.3547, 1.6648, 1.3156]],
  "lowdin_charge": [-0.293, -0.418, -0.620, 0.119, -0.174, 0.070, 0.004, 1.046, 0.138, 0.128]
}

---

3.
{
  "formula": "C2H2ClO2P",
  "method": "ωB97M-V with the def2-TZVPD basis set",
  "relative_energy_kj_mol": 168.8,
  "e_lumo_ev": -0.62,
  "total_charge": 0,
  "smiles": "O=C=CP=O.Cl",
  "gap_ev": 9.32,
  "energy_ha": -1029.40971,
  "species": ["C", "C", "O", "O", "P", "Cl", "H", "H"],
  "positions_angstrom": [[0.753, 0.258, -2.903], [-0.459, 0.719, -2.835], [1.800, -0.238, -2.725], [-0.288, -0.580, -0.480], [-1.228, 0.248, -1.227], [1.221, -1.338, 3.243], [1.160, -2.418, 4.003], [-1.171, 1.100, -3.513]],
  "atomic_forces_ev_per_a": [[2.6466, -1.4093, 0.3968], [-0.9441, -0.2903, 1.4031], [-2.0017, 1.1588, -0.6284], [0.6216, -0.5256, 0.7185], [-0.3019, 0.5666, -0.9196], [-0.0671, -1.0230, 0.7006], [0.0639, 1.0199, -0.7025], [-0.0172, 0.5028, -0.9685]],
  "lowdin_charge": [-0.296, -0.295, 0.190, -0.489, 0.854, 0.221, -0.219, 0.035]
}

---

4.
{
  "formula": "C2H2ClO3",
  "method": "ωB97M-V with the def2-TZVPD basis set",
  "relative_energy_kj_mol": 371.1,
  "e_lumo_ev": [3.26, 3.26],
  "total_charge": -1,
  "gap_ev": [8.06, 8.07],
  "energy_ha": -763.27068,
  "species": ["C", "C", "O", "O", "O", "Cl", "H", "H"],
  "positions_angstrom": [[1.197, 0.575, 0.111], [0.104, -0.294, -0.560], [1.241, 0.536, 1.310], [1.807, 1.116, -0.801], [-1.934, -0.290, 0.667], [-0.035, -1.997, -0.421], [-0.284, -0.127, -1.548], [-2.097, 0.482, 1.241]],
  "atomic_forces_ev_per_a": [[-1.4727, -1.0127, -0.4788], [-2.5264, -1.4128, 0.7115], [0.6417, 0.2945, 1.9062], [1.1460, 0.8137, -1.0768], [1.2913, 0.4394, -0.9609], [0.7538, 0.0695, 0.3684], [-0.2731, 1.0781, -0.0356], [0.4393, -0.2698, -0.4339]],
  "lowdin_charge": [-0.854, -0.350, 0.014, -0.011, -0.402, 0.639, 0.042, -0.077]
}

---

5.
{
  "formula": "C2H2CoFO",
  "method": "ωB97M-V with the def2-TZVPD basis set",
  "relative_energy_kj_mol": 0.0,
  "e_lumo_ev": [-0.28, -0.93],
  "total_charge": 0,
  "multiplicity": 5,
  "gap_ev": [7.07, 9.18],
  "s2": 6.0042,
  "energy_ha": -1635.14183,
  "species": ["F", "O", "C", "C", "Co", "H", "H"],
  "positions_angstrom": [[-1.311, -1.412, 0.672], [-0.644, 0.960, 0.727], [0.206, 0.334, 0.156], [1.136, 0.100, -0.741], [-2.344, 0.073, 1.446], [1.823, -0.733, -0.595], [1.134, 0.678, -1.665]],
  "atomic_forces_ev_per_a": [[-0.8153, 0.6341, 0.6757], [1.8228, -0.7051, -0.1159], [-0.9801, 2.3412, -1.3522], [0.0181, -1.0636, 1.0478], [0.3112, -1.4252, -0.4927], [-0.2298, 0.2838, -0.1674], [-0.1269, -0.0651, 0.4048]],
  "lowdin_charge": [-0.577, -0.101, -0.239, 0.042, 0.714, 0.076, 0.085]
}

---

6.
{
  "formula": "C2H2CrO2",
  "method": "ωB97M-V with the def2-TZVPD basis set",
  "relative_energy_kj_mol": 0.0,
  "e_lumo_ev": [-13.27, -13.36],
  "total_charge": 2,
  "multiplicity": 5,
  "gap_ev": [9.09, 9.74],
  "s2": 6.0131,
  "energy_ha": -1271.53855,
  "species": ["H", "O", "C", "C", "O", "H", "Cr"],
  "positions_angstrom": [[1.853, -0.183, 0.127], [-1.388, 0.407, 0.373], [-0.179, 0.260, 0.767], [0.787, -0.239, -0.147], [0.435, -0.481, -1.351], [0.088, 0.436, 1.819], [-1.597, -0.201, -1.587]],
  "atomic_forces_ev_per_a": [[-0.1420, -0.6067, -0.2132], [3.2184, -0.5878, 0.0904], [-5.2944, 0.7382, 1.8717], [2.1925, -0.3480, -5.0899], [-0.0965, 0.4180, 3.1928], [-0.2051, 0.2852, -0.1514], [0.3271, 0.1010, 0.2996]],
  "lowdin_charge": [0.197, 0.030, 0.018, 0.016, 0.033, 0.195, 1.511]
}

---

7.
{
  "formula": "C2H2CuLiO6",
  "method": "ωB97M-V with the def2-TZVPD basis set",
  "e_lumo_ev": -0.87,
  "total_charge": 0,
  "gap_ev": 7.08,
  "energy_ha": -2176.93140,
  "species": ["O", "C", "O", "O", "H", "H", "Cu", "Li", "O", "O", "O", "C"],
  "positions_angstrom": [[0.324, -0.164, -1.848], [0.243, -1.449, -1.792], [0.290, -2.126, -0.764], [0.009, -1.989, -2.976], [0.414, 0.238, -0.874], [0.013, -2.952, -2.900], [0.336, -1.306, 1.323], [-1.198, 3.167, 3.000], [-1.350, 1.838, 1.550], [0.540, 0.868, 0.909], [0.451, 2.123, 2.737], [-0.073, 1.754, 1.634]],
  "atomic_forces_ev_per_a": [[0.3574, 1.1046, 1.7341], [-0.6090, -0.0761, 0.7537], [0.2114, -0.1721, 0.6187], [0.2753, 0.0506, -0.3856], [-0.2626, -0.3603, -1.3422], [-0.0377, 0.0619, 0.2071], [0.1074, 1.5313, -1.1415], [0.5675, -1.0322, -0.6279], [-0.5775, 1.8306, -0.8962], [0.9687, -1.3971, -1.7075], [0.7127, 1.9812, -0.0978], [-1.7134, -3.5224, 2.8852]],
  "lowdin_charge": [0.166, -0.663, 0.034, 0.172, 0.155, 0.140, 0.646, 0.814, -0.186, -0.156, -0.173, -0.948]
}

---

8.
{
  "formula": "C2H2DyO2",
  "method": "ωB97M-V with the def2-TZVPD basis set",
  "relative_energy_kj_mol": 497.4,
  "e_lumo_ev": [-9.28, -10.56],
  "total_charge": 2,
  "multiplicity": 7,
  "gap_ev": [7.76, 9.27],
  "s2": 12.6692,
  "energy_ha": -1112.00815,
  "species": ["O", "C", "C", "O", "H", "Dy", "H"],
  "positions_angstrom": [[1.393, -0.105, 1.433], [0.964, -0.314, 0.309], [-0.362, 0.211, 0.076], [-0.971, -0.217, -0.965], [-0.725, 1.167, 0.502], [-0.672, -1.243, -3.108], [0.372, 0.501, 1.752]],
  "atomic_forces_ev_per_a": [[-1.9513, 2.3219, 2.9647], [-2.1750, 0.6712, -0.2951], [0.6046, -0.9691, -3.7595], [-0.3537, -0.5320, -1.4600], [0.2460, -0.4042, 0.6399], [-0.4227, 0.6517, 1.3152], [4.0520, -1.7396, 0.5948]],
  "lowdin_charge": [0.173, 0.012, -0.234, -0.344, 0.170, 1.904, 0.320]
}

---

9.
{
  "formula": "C2H2DyO3",
  "method": "ωB97M-V with the def2-TZVPD basis set",
  "e_lumo_ev": [-10.14, -12.69],
  "total_charge": 2,
  "multiplicity": 7,
  "gap_ev": [9.78, 5.95],
  "s2": 12.9669,
  "energy_ha": -1187.31640,
  "species": ["O", "C", "Dy", "H", "O", "C", "O", "H"],
  "positions_angstrom": [[1.392, -0.679, 0.050], [0.137, -0.867, 0.298], [2.237, 1.452, 0.136], [-0.143, -1.238, 1.298], [-0.033, 1.645, -0.474], [-0.802, 0.722, -0.129], [-1.741, 0.149, -0.733], [-1.047, -1.185, -0.446]],
  "atomic_forces_ev_per_a": [[-3.9144, -0.7570, -0.0399], [2.2062, 0.2141, 0.3153], [0.5392, 0.5338, -0.1799], [-0.3779, -0.0780, 0.0261], [-1.5613, -1.0847, 2.2835], [1.0012, 0.2953, -4.6240], [0.8855, 0.2874, 2.0697], [1.2216, 0.5891, 0.1492]],
  "lowdin_charge": [-0.203, -0.063, 1.989, 0.177, -0.087, -0.349, 0.218, 0.317]
}

---

10.
{
  "formula": "C2H2ErF",
  "method": "ωB97M-V with the def2-TZVPD basis set",
  "relative_energy_kj_mol": 0.0,
  "e_lumo_ev": [-0.75, -2.12],
  "total_charge": 0,
  "multiplicity": 4,
  "gap_ev": [6.29, 5.75],
  "s2": 3.7572,
  "energy_ha": -1192.01721,
  "species": ["F", "C", "C", "H", "H", "Er"],
  "positions_angstrom": [[2.306, 0.679, 0.325], [0.652, -0.160, 0.410], [-0.449, 0.415, 0.128], [1.013, -1.203, 0.506], [-0.642, 1.484, 0.033], [-2.880, -1.215, -1.403]],
  "atomic_forces_ev_per_a": [[-2.5608, -1.1733, 0.3697], [2.0904, -0.4834, -0.8506], [-1.0032, 0.0896, -0.2225], [0.0627, 1.2579, 0.0741], [0.3329, -0.3009, -0.0879], [1.0781, 0.6101, 0.7173]],
  "lowdin_charge": [-0.425, -0.157, -0.215, 0.050, -0.022, 0.769]
}